Density functional theory data (the ωB97M-V functional and the def2-TZVPD basis) for C33H40ClIN3O3Si2TcTe as an isolated structure.

The geometry in XYZ format:
```
85
Properties=species:S:1:pos:R:3:forces:R:3:lowdin_charge:R:1
I -2.63247 -2.58545 -4.08273 -0.20 -0.05 0.34 0.965
Te 1.22557 -1.01556 1.03474 0.82 -0.65 -0.26 1.601
Tc -0.87628 1.29665 -1.37886 0.04 0.19 0.46 1.534
Cl -5.68627 -2.97655 0.77040 -0.16 -0.08 0.05 0.724
Si 1.26434 -4.02601 -0.42727 -0.18 -0.30 0.09 0.493
Si 3.26856 0.00037 3.49229 0.09 0.39 0.21 0.471
O 1.06497 0.94324 -0.88521 0.11 -0.45 0.75 -0.366
O -1.08208 3.00741 -0.38846 0.96 0.14 -0.36 -0.189
O -1.22603 -0.54811 -2.12892 1.00 0.17 -0.48 -0.262
N -1.75414 0.31326 0.28135 -0.13 -0.17 0.85 -0.049
N -2.68560 1.75328 -2.12956 -0.99 0.26 0.39 -0.124
N -0.33467 2.04600 -3.15076 1.15 0.29 -0.78 -0.119
C 1.92114 -2.21292 -0.59398 -0.33 -0.36 0.32 -0.492
C -0.59243 -3.88436 -0.81739 0.86 -0.14 0.14 -0.165
C 2.27102 -5.17136 -1.56648 -0.44 0.58 0.35 -0.166
C 3.38970 0.97090 -1.05911 -0.19 0.02 0.05 -0.041
C -4.38851 -2.24009 -0.09641 0.11 -0.17 -0.47 -0.609
C 3.28952 2.33193 -3.44550 -0.17 -0.06 0.07 -0.032
C 5.03115 -0.16560 4.18645 -0.76 -0.03 -0.21 -0.170
C -4.56972 3.01518 0.69538 0.07 0.15 0.10 -0.040
C -3.47415 2.81834 -0.15540 0.57 0.30 0.38 -0.158
C -2.23855 -1.08957 -1.52859 -1.12 -0.78 0.14 -0.493
C -3.20969 4.26669 2.21604 0.08 -0.14 -0.16 -0.067
C -3.06658 -2.05508 -2.09587 0.82 0.61 -0.49 -0.633
C -4.12285 -2.62606 -1.39369 -0.31 0.04 0.64 -0.148
C 1.87871 -0.10864 4.79581 0.63 0.04 -0.47 -0.173
C 2.93688 -1.45937 2.28022 -0.23 0.81 0.05 -0.511
C -2.68328 1.59099 -3.56024 0.13 -0.16 -0.75 -0.169
C -3.60819 -1.24739 0.53824 0.28 0.15 -0.23 -0.167
C 3.12654 1.66853 2.57182 0.00 -0.77 0.25 -0.183
C 4.50949 2.02385 -2.90147 0.08 0.07 -0.09 -0.079
C 0.87528 2.25696 -3.55534 -0.56 -0.02 -0.04 -0.047
C -4.43250 3.67570 1.89508 -0.23 -0.07 -0.05 -0.088
C -2.17598 3.29261 0.24370 -1.32 0.19 0.50 -0.374
C 2.11629 1.30094 -1.56638 0.62 0.25 -0.66 -0.328
C -3.80478 -0.75878 1.84388 0.26 0.20 0.09 0.009
C -3.64908 2.30559 -1.48514 0.02 -0.07 -0.12 -0.039
C -1.43606 2.34404 -4.05257 -0.62 0.28 -0.45 -0.157
C -2.92630 0.16902 2.35080 -0.26 -0.31 0.01 -0.017
C -2.54667 -0.67376 -0.20007 -0.53 -0.61 -0.15 -0.176
C -2.11785 4.10511 1.39831 0.13 -0.19 -0.21 -0.014
C -1.90356 0.67531 1.54294 0.11 0.02 -0.21 -0.150
C 1.53236 -4.64625 1.35521 -0.08 0.39 -0.67 -0.191
C 2.07029 1.97931 -2.82812 0.51 -0.36 0.65 -0.122
C 4.55187 1.31430 -1.70208 -0.16 0.04 -0.09 -0.056
H -3.58912 1.98331 -4.02879 0.03 -0.02 0.02 0.131
H 2.72486 -2.36259 2.84475 -0.18 -0.17 0.03 0.007
H -1.63741 3.42205 -4.02384 0.04 -0.09 0.00 0.133
H -1.20913 1.41592 1.91435 -0.03 0.14 0.02 0.122
H -1.08647 -3.22979 -0.10075 -0.04 0.08 0.15 0.021
H -4.73617 -3.37378 -1.87134 -0.09 -0.08 0.03 0.103
H 3.24054 2.86071 -4.38633 0.02 0.05 -0.13 0.115
H -3.02997 0.52813 3.36096 0.00 0.09 0.11 0.116
H 1.88407 0.75612 5.45267 0.03 0.18 0.06 0.033
H -5.53526 2.62512 0.40565 -0.10 -0.03 -0.07 0.118
H 2.20215 1.73335 1.99783 -0.12 0.10 -0.08 0.001
H 5.42463 2.31527 -3.39300 0.02 0.01 -0.07 0.108
H 3.41589 0.43674 -0.11918 0.09 0.00 0.08 0.064
H 5.28118 0.70494 4.78380 -0.01 0.19 0.14 0.032
H 3.00863 -2.17574 -0.61426 0.06 0.16 0.15 0.022
H 3.13671 2.49726 3.27590 -0.01 0.04 0.15 0.037
H 0.98004 -4.05748 2.08362 -0.12 0.08 0.15 0.011
H -0.74563 -3.46264 -1.80488 0.05 0.09 -0.21 -0.009
H 5.15367 -1.04188 4.81296 -0.03 -0.20 0.13 0.029
H 1.86311 -6.17722 -1.53640 -0.14 -0.16 0.05 0.033
H 5.50246 1.02586 -1.28347 0.14 0.00 0.11 0.112
H 3.29873 -5.23124 -1.21994 0.18 0.04 0.10 0.030
H -1.10129 -4.84095 -0.79024 -0.06 -0.26 0.06 0.044
H -4.64007 -1.12422 2.42076 0.00 -0.03 0.14 0.100
H 1.53420 -1.75259 -1.49973 -0.13 0.08 -0.10 0.017
H 1.02813 2.65819 -4.55888 -0.10 0.02 0.01 0.141
H 3.77159 -1.66339 1.61493 0.05 0.03 -0.16 0.017
H 0.90059 -0.14955 4.31735 -0.13 0.00 -0.08 0.012
H -5.27320 3.76575 2.56405 -0.11 0.07 0.03 0.103
H 2.28819 -4.85436 -2.60355 -0.06 0.12 -0.18 0.030
H -1.19046 2.06524 -5.08279 -0.06 0.03 0.12 0.130
H 3.95319 1.81935 1.88240 0.12 -0.01 -0.11 0.027
H -4.60861 2.48605 -1.97090 0.04 -0.02 -0.14 0.148
H -2.56843 0.52900 -3.80262 -0.12 0.15 0.04 0.071
H 5.76581 -0.22717 3.38918 0.06 0.00 -0.22 0.030
H -1.16813 4.55498 1.64174 0.15 0.01 0.05 0.118
H 2.58644 -4.61676 1.61755 0.19 0.01 0.05 0.030
H -3.10613 4.84801 3.11871 -0.04 0.08 0.12 0.109
H 1.97856 -0.98806 5.42499 0.03 -0.20 0.04 0.032
H 1.20270 -5.67653 1.44967 -0.09 -0.17 -0.04 0.036
```
Positions in Å, forces in eV/Å.

Computed properties:
- E: -91350.9485 eV
- 2S+1: 4
- LUMO energy (spin up / spin down): -2.844 / -4.907 eV
- Largest force on an atom: 1.423 eV/Å
- HOMO-LUMO gap (spin up / spin down): 6.767 / 4.900 eV
- Total charge: +1